ORCA calculation (ωB97M-V/def2-TZVPD) on C3H5N3O in the gas phase.

Relative energy (zero: lowest compared OMol25 entry of this formula, charge and spin) ... 145.89 kcal/mol
Orbital gap ... 10.173 eV
HOMO energy ... -9.72 eV
E_LUMO ... 0.45 eV
Total energy ... -356.6249 hartree
Total charge ... 0
Structure (SMILES) ... COn1cncn1

Last column: Mulliken charge in e.
Geometry (Å):
C (-1.000, -1.323, 0.938)  -0.56
O (-1.526, 0.112, 0.511)  -0.33
N (-0.483, 0.758, -0.156)  0.45
C (0.130, 0.284, -1.443)  -0.08
N (1.454, 0.650, -1.286)  -0.49
C (1.480, 1.388, -0.160)  0.12
N (0.511, 1.275, 0.662)  -0.55
H (-0.363, -1.209, 1.645)  0.34
H (-0.346, -1.978, 0.002)  0.21
H (-1.915, -1.745, 1.460)  0.27
H (-0.238, -0.431, -2.304)  0.33
H (2.296, 2.219, 0.132)  0.29

=====

ORCA calculation (ωB97M-V/def2-TZVPD) on 5 unconnected molecules or ions with the total composition C39H72BrNO20S2.

Orbital gap ... 9.357 eV
HOMO energy ... -9.66 eV
E_LUMO ... -0.31 eV
Total energy ... -6458.8686 hartree
Total charge ... 0
Structure (SMILES) ... CCCCCCCC[C@]1(C[C@H](C)Br)[C@H](OC[C@H](C)O)[C@H](CCCCCCOC(C)=O)[C@](O)(N=C=S)OS1(=O)=O.COC(=O)OC.COC(=O)OC.COC(=O)OC.COC(=O)OC

Last column: Mulliken charge in e.
Geometry (Å):
C (3.899, -2.235, 0.139)  -0.99
C (3.125, -0.961, -0.526)  -0.11
C (1.614, -0.883, 0.006)  -0.76
C (0.610, -0.068, -0.968)  0.10
C (-0.873, -0.695, -0.686)  -0.65
C (-1.961, -0.278, -1.786)  -1.15
C (-2.577, 1.222, -1.571)  -0.13
C (-3.522, 1.140, -0.277)  -0.73
C (-4.255, 2.502, 0.145)  1.72
C (-3.318, 3.661, 0.732)  -1.17
C (-2.141, 3.230, 1.724)  -0.06
C (-0.810, 2.651, 0.973)  -0.81
Br (-2.631, 2.029, 3.220)  -0.14
C (-5.438, 2.167, 1.182)  -1.99
O (-5.345, 0.819, 1.754)  -0.10
C (-5.898, 0.788, 3.089)  -0.36
C (-5.538, -0.691, 3.689)  0.29
C (-4.427, -0.654, 4.849)  -1.21
O (-5.089, -1.618, 2.662)  -0.53
C (-6.937, 2.461, 0.683)  -0.46
C (-7.633, 1.199, -0.092)  -0.90
C (-9.084, 0.819, 0.530)  -0.78
C (-9.211, -0.712, 1.005)  0.15
C (-10.813, -1.026, 1.096)  -1.02
C (-11.422, -1.586, -0.285)  -0.52
C (-10.803, -3.079, -0.502)  -0.56
O (-9.771, -2.969, -1.531)  -0.29
C (-10.432, -3.113, -2.793)  0.58
C (-10.728, -4.634, -3.272)  -0.80
O (-10.750, -2.143, -3.535)  -0.53
C (-7.173, 3.868, -0.046)  1.08
O (-7.310, 4.862, 1.030)  -0.59
N (-8.493, 3.942, -0.803)  -0.57
C (-8.737, 5.215, -1.037)  0.42
S (-9.366, 6.767, -1.050)  -0.20
O (-6.128, 4.357, -0.898)  -0.55
S (-5.043, 3.198, -1.412)  1.25
O (-4.028, 3.939, -2.283)  -0.72
O (-5.620, 2.125, -2.310)  -0.62
H (3.591, -2.415, 1.229)  0.32
H (3.679, -3.217, -0.422)  0.28
H (5.043, -2.111, 0.118)  0.16
H (3.739, -0.040, -0.182)  0.19
H (3.234, -1.057, -1.661)  0.22
H (1.236, -1.975, 0.078)  0.32
H (1.622, -0.368, 1.026)  0.20
H (0.851, -0.371, -2.057)  0.25
H (0.646, 1.064, -0.831)  -0.04
H (-0.722, -1.840, -0.797)  0.52
H (-1.200, -0.540, 0.404)  0.22
H (-2.771, -1.071, -1.928)  0.36
H (-1.395, -0.210, -2.797)  0.39
H (-3.158, 1.424, -2.553)  0.40
H (-1.759, 2.017, -1.529)  0.01
H (-4.267, 0.277, -0.485)  0.62
H (-2.879, 0.792, 0.599)  -0.23
H (-3.993, 4.399, 1.322)  0.42
H (-2.819, 4.325, -0.077)  0.43
H (-1.769, 4.211, 2.216)  0.48
H (0.075, 3.007, 1.633)  0.42
H (-0.642, 3.127, -0.051)  0.22
H (-0.768, 1.512, 0.988)  -0.01
H (-5.270, 2.865, 2.095)  0.42
H (-7.038, 0.817, 3.006)  -0.01
H (-5.450, 1.555, 3.808)  0.32
H (-6.508, -1.125, 4.122)  0.51
H (-3.394, -1.035, 4.527)  0.26
H (-4.288, 0.374, 5.337)  0.24
H (-4.777, -1.364, 5.694)  0.32
H (-5.491, -2.501, 2.851)  0.31
H (-7.560, 2.530, 1.662)  0.85
H (-7.846, 1.481, -1.195)  0.54
H (-6.962, 0.278, -0.135)  0.31
H (-9.883, 0.975, -0.296)  0.30
H (-9.402, 1.485, 1.404)  0.35
H (-8.660, -1.450, 0.330)  0.30
H (-8.846, -0.762, 2.105)  -0.08
H (-11.072, -1.685, 2.005)  0.41
H (-11.338, -0.010, 1.287)  0.36
H (-12.573, -1.669, -0.201)  0.36
H (-11.223, -0.904, -1.188)  0.27
H (-10.379, -3.413, 0.513)  0.39
H (-11.642, -3.801, -0.811)  0.27
H (-11.516, -4.579, -4.108)  0.29
H (-11.063, -5.248, -2.368)  0.30
H (-9.726, -5.016, -3.691)  0.27
H (-8.108, 4.658, 1.564)  0.40
C (1.229, 2.398, -4.591)  -0.43
O (2.594, 2.807, -4.659)  -0.34
C (3.148, 3.080, -3.465)  0.80
O (2.594, 3.007, -2.394)  -0.52
O (4.424, 3.450, -3.672)  -0.35
C (5.139, 3.772, -2.480)  -0.55
H (0.888, 2.205, -5.609)  0.28
H (1.130, 1.477, -4.013)  0.10
H (0.610, 3.191, -4.164)  0.28
H (5.196, 2.905, -1.818)  0.22
H (4.676, 4.619, -1.969)  0.29
H (6.153, 4.054, -2.766)  0.22
C (10.478, -2.857, -0.874)  -0.29
O (9.730, -3.024, -2.079)  -0.34
C (8.458, -2.595, -2.003)  0.80
O (7.930, -2.103, -1.034)  -0.52
O (7.876, -2.810, -3.196)  -0.34
C (6.511, -2.399, -3.261)  -0.59
H (11.485, -3.236, -1.050)  0.22
H (10.548, -1.801, -0.607)  0.00
H (10.030, -3.433, -0.060)  0.26
H (6.424, -1.323, -3.089)  0.27
H (5.906, -2.956, -2.542)  0.23
H (6.143, -2.617, -4.264)  0.30
C (9.551, 0.968, -0.027)  -0.58
O (10.100, 2.215, 0.398)  -0.33
C (11.440, 2.282, 0.321)  0.76
O (12.173, 1.402, -0.065)  -0.55
O (11.822, 3.499, 0.747)  -0.33
C (13.232, 3.712, 0.719)  -0.62
H (8.467, 1.026, 0.078)  0.29
H (9.787, 0.781, -1.077)  0.30
H (9.915, 0.152, 0.602)  0.28
H (13.613, 3.634, -0.301)  0.29
H (13.742, 3.005, 1.378)  0.29
H (13.423, 4.722, 1.083)  0.22
C (11.205, -6.573, 2.031)  -0.58
O (12.316, -6.452, 2.917)  -0.31
C (12.660, -5.183, 3.199)  0.79
O (12.120, -4.190, 2.774)  -0.54
O (13.711, -5.213, 4.037)  -0.32
C (14.187, -3.926, 4.424)  -0.61
H (11.018, -7.636, 1.875)  0.22
H (10.311, -6.125, 2.470)  0.29
H (11.431, -6.117, 1.064)  0.25
H (13.412, -3.372, 4.958)  0.29
H (14.532, -3.364, 3.553)  0.29
H (15.033, -4.071, 5.097)  0.22

=====

ORCA calculation (ωB97M-V/def2-TZVPD) on a molecular structure, C5H11N3O.

Relative energy (zero: lowest compared OMol25 entry of this formula, charge and spin) ... 71.08 kcal/mol
Orbital gap ... 7.874 eV
HOMO energy ... -7.06 eV
E_LUMO ... 0.82 eV
Total energy ... -436.5338 hartree
Total charge ... 0

Last column: Mulliken charge in e.
Geometry (Å):
C (1.610, -0.121, -0.361)  -0.27
C (-0.933, 1.072, 1.289)  -1.31
C (0.501, -1.412, 0.022)  0.47
C (-0.699, 1.088, -0.181)  0.99
N (0.027, -2.204, -0.998)  -0.41
N (-1.681, 1.749, -0.911)  -0.55
C (0.313, 0.419, -0.835)  -0.63
O (2.250, 0.360, 0.767)  -0.58
N (0.532, -1.892, 1.205)  -0.84
H (1.692, 0.986, 1.239)  0.34
H (2.292, -0.536, -1.097)  0.41
H (-0.157, -3.162, -0.746)  0.26
H (0.322, -1.996, -1.934)  0.21
H (-1.628, 1.667, -1.915)  0.20
H (-2.626, 1.666, -0.571)  0.20
H (0.965, -1.276, 1.884)  0.31
H (0.241, 0.423, -1.923)  0.19
H (-0.951, 0.043, 1.668)  0.33
H (-0.169, 1.625, 1.836)  0.26
H (-1.902, 1.501, 1.560)  0.40

=====

ORCA calculation (ωB97M-V/def2-TZVPD) on a gas-phase ion, C10H21BrIN2O (charge +1).

Orbital gap ... 9.779 eV
HOMO energy ... -13.01 eV
E_LUMO ... -3.23 eV
Total energy ... -3449.7807 hartree
Total charge ... +1
Structure (SMILES) ... CCC[C@@H](C)[N@+](N)(CC(=O)I)[C@H](Br)CC

Last column: Mulliken charge in e.
Geometry (Å):
C (-2.171, 1.431, 2.706)  -1.34
C (-1.011, 2.028, 1.897)  -0.61
C (-0.188, 0.963, 1.131)  -0.67
C (-0.458, 1.063, -0.369)  -0.08
C (0.300, 2.260, -0.932)  -1.40
N (-0.163, -0.224, -1.179)  0.66
N (-0.484, -0.001, -2.567)  -0.71
C (-1.158, -1.259, -0.713)  -0.59
C (-1.124, -2.618, -1.420)  -0.16
O (-1.092, -2.828, -2.606)  -0.39
I (-1.382, -4.277, -0.039)  0.10
C (1.281, -0.640, -1.005)  -0.30
Br (1.967, -1.516, -2.608)  0.06
C (1.538, -1.516, 0.208)  0.51
C (3.031, -1.871, 0.353)  -1.51
H (-1.964, 0.410, 3.010)  0.37
H (-3.090, 1.422, 2.127)  0.32
H (-2.365, 2.017, 3.595)  0.39
H (-1.441, 2.739, 1.195)  0.32
H (-0.366, 2.606, 2.546)  0.43
H (-0.460, 0.005, 1.558)  0.34
H (0.866, 1.128, 1.332)  0.39
H (-1.520, 1.261, -0.494)  0.36
H (0.141, 2.416, -1.991)  0.39
H (1.362, 2.183, -0.722)  0.38
H (-0.047, 3.154, -0.430)  0.45
H (-1.359, 0.498, -2.621)  0.24
H (0.270, 0.484, -3.028)  0.31
H (-1.078, -1.409, 0.351)  0.63
H (-2.139, -0.836, -0.912)  0.62
H (1.876, 0.257, -0.918)  0.35
H (0.981, -2.444, 0.150)  -0.13
H (1.261, -0.998, 1.116)  0.06
H (3.679, -1.087, -0.021)  0.37
H (3.261, -2.818, -0.114)  0.43
H (3.243, -1.981, 1.412)  0.42